257
Properties=species:S:1:pos:R:3:forces:R:3:lowdin_spin:R:1 method="wB97M-V/def2-TZVPD" total_charge=+2 gap_ev="7.96 / 3.92" total_energy_ev=-263476.1538 multiplicity=2 s2=0.767 lumo_ev="-3.6 / -7.6"
C -3.55910 -5.80003 -7.33337 -0.151 0.472 -0.693 0.000
C -3.19156 -5.63321 -5.89860 -0.297 -0.679 1.028 0.000
C -1.73087 -5.23151 -5.62859 -0.142 0.879 0.670 0.000
O -1.60511 -4.81159 -4.26102 0.940 -0.211 -0.141 0.000
C -0.30212 -4.14618 -3.96092 -0.997 0.304 -1.055 0.000
N -4.18637 -4.70347 -5.15283 0.972 -0.970 -0.285 0.000
H -3.63861 -4.05037 -4.61105 0.570 0.966 0.828 0.000
H -4.84164 -4.14345 -5.67926 -0.075 0.074 -0.652 0.000
H -4.69743 -5.32180 -4.53918 -0.346 0.291 0.357 0.000
H -3.32413 -4.90405 -7.90793 0.464 -0.086 -0.136 0.000
H -4.62853 -5.91647 -7.50900 -0.074 -0.405 0.340 0.000
H -3.04188 -6.68158 -7.71215 -0.009 0.211 -0.275 0.000
H -3.36223 -6.58738 -5.40007 -0.006 -0.047 0.110 0.000
H -1.50275 -4.45501 -6.35873 0.337 0.526 0.230 0.000
H -1.01733 -6.03826 -5.79627 -0.342 -0.393 -0.314 0.000
H 0.60484 -4.66542 -4.27062 -0.359 -0.691 -0.208 0.000
H -0.19826 -3.96717 -2.89074 -0.541 0.013 -0.117 0.000
H -0.33216 -3.22699 -4.54596 0.196 0.323 0.420 0.000
C -5.24813 6.61914 0.37343 -0.242 0.034 -1.236 0.000
C -5.07088 5.13012 -0.02652 0.616 0.752 0.142 0.000
C -3.98096 4.82430 -1.14439 -0.179 -0.783 2.436 0.000
O -3.82356 3.35660 -1.09958 -1.094 3.089 0.397 0.000
C -2.78418 2.93263 -1.90563 1.206 -1.734 -0.424 0.000
N -4.75962 4.33784 1.26128 -0.693 1.310 -0.777 0.000
H -4.25592 4.96072 1.87642 0.767 -0.156 0.254 0.000
H -5.62977 4.19390 1.75344 -0.329 -0.593 0.179 0.000
H -4.26865 3.46583 1.12467 0.371 -0.639 -0.106 0.000
H -6.15210 6.86530 0.93051 -0.058 -0.622 0.299 0.000
H -5.46545 7.07431 -0.59285 0.240 0.429 -0.071 0.000
H -4.44007 7.18622 0.83555 0.416 -0.494 -0.111 0.000
H -6.08164 4.85258 -0.32558 0.320 -0.629 -0.260 0.000
H -3.03550 5.31330 -0.90968 0.451 -0.252 0.796 0.000
H -4.13893 5.37498 -2.07169 -1.091 -0.976 -0.523 0.000
H -2.96229 3.22827 -2.93954 0.240 -0.219 -0.103 0.000
H -2.71415 1.85406 -1.76470 -0.748 -0.260 -0.704 0.000
H -1.76399 3.13889 -1.58193 0.034 1.343 0.180 0.000
C 0.03505 -0.66973 0.59940 0.133 -1.286 2.183 0.000
C 0.10487 0.12099 -0.62257 1.078 -0.563 -1.720 0.000
C 1.02584 1.37507 -0.57353 -0.700 -2.177 1.103 0.000
O 0.82271 1.96925 -1.77554 -0.386 0.886 -1.854 0.000
C 1.11832 3.34876 -1.93713 0.648 -0.971 0.703 0.000
N 0.72431 -0.83128 -1.71370 0.180 0.463 1.832 0.000
H 0.07000 -1.48372 -2.12149 -0.580 0.447 -0.714 0.000
H 1.36613 -0.38551 -2.35359 -0.237 0.514 -1.222 0.000
H 1.37411 -1.43734 -1.23355 0.478 -0.617 0.662 0.000
H -0.32814 -0.10476 1.45790 -0.135 0.219 -0.145 0.000
H 0.96395 -1.12986 0.93631 0.341 0.265 -0.280 0.000
H -0.63218 -1.52309 0.47826 -0.284 0.000 -0.109 0.000
H -0.92475 0.20562 -0.97018 0.216 1.133 -0.205 0.000
H 2.05899 1.05542 -0.43745 0.440 -0.354 -0.180 0.000
H 0.87781 1.89291 0.37410 -0.610 0.780 -0.225 0.000
H 0.51104 3.85720 -1.18826 -0.094 0.760 -0.599 0.000
H 0.98174 3.55590 -2.99851 -0.564 0.463 0.474 0.000
H 2.17289 3.52951 -1.72906 0.151 0.078 0.161 0.000
C 2.40301 4.21613 -5.69979 0.038 -0.897 -0.867 0.000
C 1.18998 3.49589 -6.44768 -0.264 1.246 0.639 0.000
C 0.52714 2.41821 -5.62435 1.792 -1.165 1.806 0.000
O -0.59125 1.94648 -6.21327 -2.665 0.137 -1.764 0.000
C -1.43293 1.18611 -5.34572 -0.077 0.142 -0.223 0.000
N 0.04970 4.50923 -6.70750 0.323 -0.391 0.734 0.000
H -0.08729 5.10119 -5.90070 0.771 1.612 0.753 0.000
H 0.21639 4.99702 -7.57604 -0.207 0.490 0.069 0.000
H -0.86504 4.08173 -6.68320 -0.309 -1.139 -0.898 0.000
H 3.26682 3.55160 -5.68139 -0.317 -0.520 -0.024 0.000
H 2.25297 4.51685 -4.66289 -0.836 -0.314 -0.157 -0.001
H 2.85879 5.09702 -6.15190 -0.707 0.160 -0.625 0.000
H 1.31489 3.15698 -7.47609 1.004 -0.317 0.274 0.000
H 0.33468 2.74302 -4.60183 -0.323 0.747 0.142 0.000
H 1.11088 1.52087 -5.41907 1.272 0.257 -0.285 0.000
H -2.38382 0.99008 -5.84118 0.172 0.135 -0.165 0.000
H -1.63676 1.79903 -4.46773 0.014 -0.294 0.355 0.000
H -0.97331 0.22592 -5.11143 0.167 0.072 0.294 0.000
C 5.24978 0.11374 0.99172 -0.591 0.058 -2.181 0.000
N 6.37922 -0.48634 0.09028 -0.505 -0.400 2.640 0.000
C 7.40184 0.55668 -0.33633 -1.084 0.096 -0.344 0.000
C 7.06252 -1.39984 1.10591 1.193 -0.505 -2.634 0.000
C 5.66489 -1.22619 -1.13886 -0.521 -0.372 2.664 0.000
C 6.44057 -2.34609 -1.80001 -2.841 0.605 1.088 0.000
O 7.41270 -1.60737 -2.36054 3.900 -0.083 -1.534 0.000
H 5.59140 0.54575 1.93233 0.300 0.053 -0.473 0.000
H 4.48184 -0.64196 1.15691 0.534 -0.480 0.289 0.000
H 4.69288 0.78650 0.33953 0.292 0.731 0.367 0.000
H 6.94839 1.21326 -1.07889 -0.103 -0.384 -0.328 0.000
H 8.25917 0.04166 -0.76972 -0.120 0.244 0.253 0.000
H 7.63389 1.26658 0.45759 0.165 -0.637 0.465 0.000
H 6.41306 -2.17383 1.51484 -0.254 0.659 0.344 0.000
H 7.71125 -0.79365 1.73822 -0.698 -0.124 0.471 0.000
H 7.75623 -1.93880 0.46065 0.340 -0.331 0.261 0.000
H 5.50990 -0.32622 -1.73394 -0.649 -0.823 -0.625 0.000
H 4.81323 -1.70809 -0.65869 -0.658 0.704 -0.199 0.000
H 5.78574 -2.85907 -2.50439 -0.253 0.391 -0.430 0.000
H 6.69575 -3.18913 -1.15792 0.584 0.350 0.554 0.000
H 8.23761 -2.03186 -2.11371 0.541 0.194 -0.629 0.000
C 1.02907 -7.98118 -3.84814 -1.324 0.607 0.272 0.000
C -0.15990 -8.85823 -3.19866 3.550 0.619 0.865 0.000
C -1.19904 -8.19884 -2.27383 -1.816 -1.092 -1.429 0.000
C -0.84835 -7.89006 -0.82503 0.631 1.616 0.125 0.000
N -1.94091 -7.15783 0.10112 0.607 -0.122 -2.360 0.000
C -2.23360 -5.72874 -0.61068 1.219 1.273 1.524 0.000
C -2.06466 -4.59383 0.48984 -0.953 -1.078 1.545 0.000
C -2.08515 -5.36050 1.82276 0.437 -2.665 0.031 0.000
C -1.38587 -6.80126 1.51898 -0.450 2.134 -1.092 0.000
C -3.23731 -8.05292 0.13269 0.546 2.090 0.001 0.000
C -3.01277 -9.50317 0.33881 0.331 -0.263 0.997 0.000
C -4.06887 -10.09719 1.27419 -0.064 -0.654 0.457 0.000
H 1.94325 -8.48107 -4.16830 -0.355 -0.754 0.289 0.000
H 1.37218 -7.20191 -3.16762 -0.154 -0.114 0.234 0.000
H 0.72354 -7.43078 -4.73797 -0.385 -0.005 -0.098 0.000
H 0.42104 -9.43466 -2.47870 0.025 -0.941 -0.281 0.000
H -0.58312 -9.52231 -3.95231 -0.259 0.171 0.273 0.000
H -1.90876 -9.02296 -2.20164 -0.520 0.051 -0.108 0.000
H -1.67655 -7.48237 -2.94222 -0.247 0.929 0.898 0.000
H -0.00686 -7.19810 -0.85944 0.068 0.091 0.557 0.000
H -0.52425 -8.81142 -0.34115 -0.175 0.181 0.172 0.000
H -3.18137 -5.67995 -1.14682 -0.020 -0.529 0.453 0.000
H -1.44918 -5.42608 -1.30436 0.103 -1.140 -0.337 0.000
H -2.91683 -3.91913 0.57169 -0.110 -0.022 -0.625 0.000
H -1.18281 -3.95390 0.52019 0.355 -0.480 -0.958 0.000
H -3.11598 -5.53770 2.12952 -0.066 -0.038 0.116 0.000
H -1.55479 -4.93024 2.67229 0.054 0.295 -0.276 0.000
H -1.42230 -7.60796 2.25111 -0.842 -0.071 -0.244 0.000
H -0.32191 -6.58274 1.42761 0.082 0.010 -0.503 0.000
H -3.75358 -7.94947 -0.82171 -0.003 0.719 0.156 0.000
H -3.77504 -7.59089 0.96061 -0.414 -0.122 -0.214 0.000
H -2.05395 -9.58023 0.85148 0.092 -0.547 0.005 0.000
H -2.93614 -10.00009 -0.62831 -0.059 -0.233 0.223 0.000
H -3.95275 -11.18039 1.31016 -0.087 -0.014 -0.064 0.000
H -5.12537 -9.89159 1.10209 0.102 0.137 -0.755 0.000
H -3.94304 -9.76273 2.30395 0.406 0.185 0.025 0.000
C 0.44407 7.05742 5.98812 0.882 1.038 0.099 0.000
C 0.53984 8.38106 5.17541 -0.062 -0.838 1.131 0.000
C 0.09337 8.30072 3.73665 -0.501 0.430 -1.420 0.000
C 1.07713 7.67643 2.72245 -0.763 -0.638 0.397 0.000
N 0.52598 7.36862 1.29807 -0.889 0.791 -0.681 0.000
C -0.05152 8.65406 0.61536 -0.383 -1.203 1.451 0.000
C 1.13446 9.43755 0.19960 1.528 1.243 -1.050 0.000
C 2.33953 8.49159 0.00499 -1.873 -1.572 -0.300 0.000
C 1.67623 7.08387 0.33875 1.727 0.144 2.388 0.000
C -0.51464 6.22736 1.31041 -0.755 -0.750 0.212 0.000
C -0.03265 4.81079 1.70061 1.814 0.296 0.256 0.000
C -0.95829 3.63522 1.75941 -2.600 0.123 -0.260 0.000
H 0.77868 6.16559 5.45822 -0.132 -0.021 0.021 0.000
H -0.52680 6.93730 6.46884 -0.096 -0.210 -0.411 0.000
H 1.14341 7.27021 6.79666 0.026 -0.648 0.278 0.000
H 1.51969 8.83359 5.32771 0.369 -0.293 -0.596 0.000
H -0.05858 9.06325 5.77924 -0.504 0.294 -0.596 0.000
H -0.13224 9.31391 3.40399 -0.172 0.118 -0.073 0.000
H -0.82277 7.71595 3.65405 -0.272 0.111 0.306 0.000
H 1.28766 6.67102 3.08703 0.868 0.181 -0.036 0.000
H 1.94172 8.33678 2.65509 0.157 -0.472 -0.370 0.000
H -0.61069 8.34079 -0.26629 -0.118 -0.182 0.221 0.000
H -0.66503 9.09869 1.39894 -0.244 0.240 -0.503 0.000
H 0.96538 9.88761 -0.77865 -0.379 0.232 0.184 0.000
H 1.46858 10.22520 0.87492 -0.537 0.057 0.175 0.000
H 2.69707 8.46269 -1.02430 -0.015 0.145 0.104 0.000
H 3.14108 8.79639 0.67782 0.037 -0.604 -0.028 0.000
H 1.31043 6.37428 -0.40338 0.152 0.648 -0.465 0.000
H 2.37943 6.59953 1.01624 0.173 -0.797 -0.484 0.000
H -1.09147 6.23983 0.38563 0.659 0.163 -0.509 0.000
H -1.28803 6.40572 2.05751 0.187 0.791 0.278 0.000
H 0.34332 4.89856 2.71995 0.440 0.005 -0.171 0.000
H 0.76831 4.41605 1.07553 0.574 0.759 0.061 0.000
H -1.99926 3.95384 1.81401 -0.472 0.347 0.215 0.000
H -0.89123 3.02564 2.66054 0.605 -0.094 -0.191 0.000
H -1.01235 3.02295 0.85925 0.563 -0.139 -0.007 0.000
C 1.41511 -0.87862 3.79235 -0.795 0.957 -0.236 0.000
C 0.71094 -2.23264 3.63862 0.734 0.723 -1.300 0.000
C 0.38240 -2.93434 4.92590 0.518 0.134 1.203 0.000
C -0.28325 -1.95308 6.02084 0.030 -1.734 0.001 0.000
N -1.03579 -2.64386 7.24276 1.006 0.071 -1.832 0.000
C -1.40923 -1.60105 8.31418 0.407 0.867 -0.773 0.000
C -1.48667 -2.34339 9.63717 -1.669 -0.462 0.702 0.000
C -0.75727 -3.63460 9.41135 0.437 -1.465 0.225 0.000
C -0.12338 -3.54760 8.04999 0.304 0.033 0.086 0.000
C -2.25251 -3.44659 6.67626 -1.147 0.852 1.491 0.000
C -3.44245 -2.71535 5.90878 1.118 0.542 0.479 0.000
C -3.45787 -2.87046 4.41404 0.464 -0.660 -0.692 0.000
H 2.06935 -0.67870 4.64094 -0.356 -0.479 0.510 0.000
H 0.60746 -0.14729 3.76115 0.435 0.641 0.279 0.000
H 2.09379 -0.65842 2.96833 -0.291 -0.123 -0.343 0.000
H 1.42149 -2.72673 2.97598 -0.228 -1.305 0.590 0.000
H -0.15275 -2.13712 2.98056 -0.333 0.372 0.183 0.000
H 1.38697 -3.19333 5.26035 -0.006 -0.064 0.821 0.000
H -0.05432 -3.91966 4.76301 -0.738 0.229 0.041 0.000
H -1.05495 -1.29351 5.62389 0.338 0.186 -0.264 0.000
H 0.58044 -1.43965 6.44334 -0.489 0.412 0.143 0.000
H -2.25195 -1.01726 7.94389 -0.396 -0.460 0.304 0.000
H -0.61866 -0.85074 8.32605 0.378 -0.284 -0.138 0.000
H -2.51902 -2.57772 9.89689 -0.268 -0.023 -0.387 0.000
H -1.18330 -1.92003 10.59469 0.578 0.981 -0.673 0.000
H -1.41136 -4.50556 9.45241 -0.132 0.070 0.116 0.000
H 0.03415 -3.82042 10.13747 -0.090 0.041 0.073 0.000
H 0.08321 -4.53920 7.64731 -0.327 0.276 -0.592 0.000
H 0.83730 -3.05354 8.19526 -0.033 0.322 -0.579 0.000
H -2.66823 -3.77279 7.62962 -0.258 -0.448 -0.148 0.000
H -1.88784 -4.33168 6.15501 0.245 0.335 -0.098 0.000
H -3.50889 -1.64618 6.11020 0.559 0.229 0.181 0.000
H -4.42024 -3.01598 6.28517 0.290 -0.724 0.344 0.000
H -4.41023 -2.50528 4.02966 0.169 -0.047 -0.107 0.000
H -3.30979 -3.91043 4.12310 -0.490 -0.402 0.114 0.000
H -2.64953 -2.39929 3.85484 -0.003 0.544 0.498 0.000
C -3.52917 -0.05695 1.97745 1.577 2.296 1.543 0.000
F -3.16390 -1.33175 1.98297 -0.471 -0.386 -0.267 0.000
F -2.68954 0.58638 1.13820 -0.076 -0.043 -0.459 0.000
F -4.75197 0.12243 1.51862 -0.408 -0.539 0.020 0.000
S -3.23743 0.83708 3.70385 -0.193 3.093 -0.749 0.000
O -1.81784 0.77493 3.98558 -0.039 -1.030 -0.522 0.000
O -3.68281 2.23887 3.51481 0.346 -1.017 -1.306 0.000
O -4.12272 0.19556 4.60530 -0.892 -2.057 1.129 0.000
C 2.76009 -5.41317 -1.06581 0.118 3.027 0.237 0.000
F 3.93190 -5.21904 -1.65341 0.779 -0.549 0.107 0.000
F 1.86903 -5.22388 -2.06772 -0.529 -0.380 0.708 0.000
F 2.65188 -6.61136 -0.56421 -0.111 -0.934 0.048 0.000
S 2.61173 -4.03638 0.30079 -2.539 -0.310 1.453 0.000
O 2.34652 -2.81279 -0.43682 0.298 -0.133 -0.653 0.000
O 1.41850 -4.41368 1.13399 1.886 -0.180 -1.564 0.000
O 3.87493 -4.02341 0.99757 0.079 -0.471 -0.299 0.000
C -2.30135 7.52544 -3.56084 1.633 1.835 -1.351 0.000
F -2.39798 8.34647 -4.67880 0.326 -0.921 1.688 0.000
F -2.70486 8.22644 -2.48268 0.043 -0.525 -0.584 0.000
F -3.08862 6.51511 -3.78198 -1.072 -0.990 0.079 0.000
S -0.53289 6.88942 -3.26987 3.002 0.522 0.546 0.000
O 0.07477 6.39680 -4.52956 -1.876 -0.228 0.534 0.000
O 0.25204 8.02041 -2.78700 -1.239 0.031 -0.144 0.000
O -0.70917 5.88494 -2.22306 -0.886 0.070 -0.707 0.000
C 5.05200 5.28091 -1.20173 -0.132 -1.174 -0.559 -0.011
F 6.23307 4.61892 -1.02723 -1.500 0.371 -0.857 -0.003
F 4.02545 4.54714 -0.74715 0.799 0.105 -0.493 -0.002
F 5.12374 6.36341 -0.49721 -0.065 1.199 0.164 -0.003
S 4.69319 5.74965 -3.10291 -0.727 0.265 0.929 -0.065
O 4.64027 4.50724 -3.88850 -0.050 0.554 0.739 0.419
O 3.39208 6.47486 -3.17833 2.224 -1.340 0.403 0.353
O 5.86120 6.51515 -3.47465 -0.331 0.102 -0.005 0.313
C -4.61178 -2.27667 -2.19667 -2.315 -0.811 -0.484 0.000
F -5.84030 -2.25206 -2.90510 2.184 -0.095 0.786 0.000
F -4.89397 -1.86055 -0.98090 0.452 0.624 -0.061 0.000
F -4.31111 -3.61127 -2.03984 0.273 0.658 -0.706 0.000
S -3.32785 -1.30300 -3.16125 0.721 3.632 -2.269 0.000
O -3.86998 0.08110 -3.30349 0.266 -3.111 0.673 0.000
O -2.07879 -1.29858 -2.40959 -0.852 -1.057 0.358 0.000
O -3.23202 -2.00205 -4.46514 -0.658 -0.418 1.642 0.000
C 4.29881 2.70203 4.00852 -2.320 0.350 -3.349 0.000
F 3.95194 1.57313 4.55013 0.095 -2.524 0.128 0.000
F 4.56601 3.47430 4.96524 1.542 2.725 2.403 0.000
F 5.36416 2.56625 3.16520 -0.248 -0.239 0.702 0.000
S 2.78915 3.35426 3.03672 0.575 -0.999 -2.353 0.000
O 3.08846 4.72175 2.69448 0.873 0.811 -0.282 0.000
O 2.76799 2.45052 1.84034 -0.053 0.860 1.896 0.000
O 1.67142 3.29169 3.93280 -0.404 -0.948 0.714 0.000
C 3.78389 -2.60629 -5.15666 -1.608 2.114 3.437 0.000
F 3.62916 -2.70350 -6.43078 0.431 -0.731 -1.138 0.000
F 3.17019 -3.61535 -4.49245 -0.228 -0.159 -0.588 0.000
F 5.05576 -2.66933 -4.73988 0.137 0.245 -0.874 0.000
S 2.91836 -0.86305 -4.63077 -2.832 -1.478 -1.752 0.000
O 1.42869 -1.05506 -4.70241 1.821 -0.427 -0.965 0.000
O 3.15735 -0.56336 -3.25023 1.988 0.291 1.625 0.000
O 3.49288 -0.04508 -5.67138 0.073 0.245 0.506 0.000